Entry 1:
# C59H59GeIrN3O3S4

A molecular structure, C59H59GeIrN3O3S4 in a non-equilibrium geometry (ωB97M-V/def2-TZVPD, OMol25).

Summary:
LUMO (alpha / beta) = -0.1711 / -0.1712 hartree
Relative energy (zero: lowest compared OMol25 entry of this formula, charge and spin) = 243.23 kJ/mol
Charge = +2
Gap between HOMO and LUMO (alpha / beta) = 6.44 / 6.44 eV
Spin multiplicity = 2

Cartesian coordinates (Å):
Ir1 -0.049 1.080 0.421
C1 -1.079 -1.177 3.917
C2 -2.209 -0.514 4.384
C3 -2.729 0.495 3.603
C4 -2.098 0.844 2.413
N1 -0.913 0.260 1.995
C5 -0.478 -0.772 2.750
C6 -2.610 1.849 1.493
C7 -3.804 2.554 1.618
C8 -4.146 3.480 0.657
C9 -3.272 3.690 -0.410
C10 -2.107 2.968 -0.496
N2 -1.779 2.031 0.430
H1 -0.644 -2.007 4.457
H2 -2.687 -0.795 5.312
H3 -3.628 1.010 3.904
H4 0.393 -1.282 2.376
H5 -4.450 2.374 2.463
H6 -5.066 4.039 0.740
H7 -3.483 4.427 -1.171
H8 -1.381 3.106 -1.285
C11 7.496 3.578 -0.424
C12 6.266 2.752 -0.204
C13 5.473 2.338 -1.271
C14 4.339 1.574 -1.064
C15 3.991 1.206 0.229
C16 4.765 1.599 1.311
C17 5.896 2.366 1.081
S1 2.535 0.179 0.350
O1 2.785 -0.936 -0.616
C18 2.591 -0.434 2.012
C19 2.330 0.569 2.983
C20 2.247 0.222 4.293
C21 2.296 -1.144 4.676
C22 2.088 -1.510 6.026
C23 1.996 -2.824 6.385
C24 2.091 -3.824 5.399
C25 2.322 -3.498 4.091
C26 2.462 -2.145 3.692
C27 2.693 -1.769 2.316
C28 2.915 -2.927 1.394
C29 4.058 -3.736 1.680
C30 5.110 -3.262 2.505
C31 6.198 -4.045 2.762
C32 6.285 -5.351 2.232
C33 5.289 -5.833 1.434
C34 4.160 -5.034 1.129
C35 3.131 -5.513 0.284
C36 2.106 -4.697 -0.085
C37 2.026 -3.392 0.448
S2 0.834 -2.303 -0.322
O2 -0.509 -3.181 0.010
C38 1.051 -2.742 -2.050
C39 -0.084 -3.035 -2.788
C40 0.055 -3.369 -4.128
C41 1.305 -3.425 -4.734
C42 1.454 -3.835 -6.169
C43 2.426 -3.127 -3.959
C44 2.314 -2.781 -2.625
H9 7.622 3.840 -1.472
H10 8.386 3.036 -0.102
H11 7.451 4.500 0.155
H12 5.757 2.607 -2.280
H13 3.764 1.220 -1.905
H14 4.518 1.309 2.320
H15 6.508 2.663 1.923
H16 2.191 1.594 2.662
H17 2.077 0.974 5.053
H18 1.985 -0.725 6.764
H19 1.839 -3.099 7.419
H20 1.982 -4.863 5.680
H21 2.386 -4.289 3.357
H22 5.058 -2.262 2.914
H23 7.005 -3.664 3.372
H24 7.146 -5.963 2.459
H25 5.347 -6.829 1.015
H26 3.190 -6.523 -0.099
H27 1.358 -5.034 -0.788
H28 -1.069 -3.004 -2.343
H29 -0.831 -3.605 -4.703
H30 0.538 -3.658 -6.730
H31 1.683 -4.899 -6.239
H32 2.267 -3.294 -6.650
H33 3.411 -3.178 -4.406
H34 3.199 -2.569 -2.046
C45 -4.299 -2.735 1.630
Ge1 -3.375 -3.506 0.093
C46 -2.892 -5.368 0.377
C47 -4.445 -3.237 -1.518
C48 -1.719 -2.497 -0.158
H35 -5.245 -3.244 1.806
H36 -4.512 -1.680 1.455
H37 -3.689 -2.820 2.525
H38 -3.786 -5.986 0.439
H39 -2.333 -5.480 1.305
H40 -2.276 -5.738 -0.441
H41 -5.445 -3.645 -1.386
H42 -3.988 -3.723 -2.378
H43 -4.541 -2.173 -1.733
H44 -1.599 -1.415 -0.255
C49 1.988 0.571 -4.295
C50 0.497 0.765 -4.485
S3 -0.371 0.383 -2.957
O3 0.165 1.351 -1.920
C51 -2.016 0.973 -3.376
C52 -2.719 0.041 -4.352
H45 2.511 0.808 -5.220
H46 2.221 -0.455 -4.016
H47 2.353 1.233 -3.514
H48 0.106 0.074 -5.233
H49 0.239 1.785 -4.775
H50 -1.931 1.995 -3.750
H51 -2.536 0.995 -2.415
H52 -2.188 -0.046 -5.298
H53 -3.710 0.434 -4.571
H54 -2.839 -0.955 -3.929
S4 1.988 5.279 -1.276
C53 1.811 3.599 -0.948
N3 1.114 3.277 0.094
C54 0.662 4.419 0.744
C55 -0.074 4.429 1.931
C56 -0.452 5.644 2.457
C57 -0.100 6.845 1.822
C58 0.647 6.848 0.663
C59 1.028 5.618 0.128
H55 2.223 2.868 -1.623
H56 -0.314 3.493 2.420
H57 -1.019 5.679 3.376
H58 -0.408 7.785 2.258
H59 0.932 7.777 0.190


Entry 2:
# C59H60AsBF13N7OPSn

A molecular structure, C59H60AsBF13N7OPSn in a non-equilibrium geometry (ωB97M-V/def2-TZVPD, OMol25).

Summary:
LUMO = -0.0967 hartree
Charge = +1
Gap between HOMO and LUMO = 7.87 eV

Cartesian coordinates (Å):
Sn1 -0.076 0.011 0.059
C1 2.238 0.831 5.090
N1 1.681 -0.382 4.544
C2 1.577 -1.488 5.483
C3 0.795 -2.528 4.698
N2 1.008 -2.100 3.331
C4 0.246 -2.794 2.335
C5 1.396 -0.791 3.275
N3 1.509 -0.170 2.136
C6 2.155 1.124 2.085
C7 3.059 1.230 0.871
N4 2.314 1.222 -0.372
C8 2.865 1.831 -1.353
N5 4.124 2.349 -1.413
C9 5.347 1.732 -0.952
C10 4.210 3.344 -2.461
C11 2.743 3.457 -2.898
N6 2.135 2.178 -2.524
C12 2.305 1.160 -3.561
H1 2.003 0.839 6.155
H2 1.792 1.724 4.654
H3 3.329 0.869 4.992
H4 1.058 -1.161 6.385
H5 2.578 -1.846 5.755
H6 -0.275 -2.508 4.943
H7 1.175 -3.541 4.838
H8 0.566 -3.839 2.318
H9 0.433 -2.333 1.362
H10 -0.827 -2.753 2.554
H11 2.806 1.300 2.936
H12 1.404 1.922 2.044
H13 3.758 0.397 0.914
H14 3.617 2.168 0.956
H15 5.207 0.662 -0.806
H16 5.714 2.178 -0.025
H17 6.110 1.876 -1.720
H18 4.867 3.010 -3.273
H19 4.601 4.283 -2.062
H20 2.628 3.656 -3.961
H21 2.240 4.238 -2.323
H22 3.354 0.974 -3.815
H23 1.793 1.495 -4.462
H24 1.860 0.231 -3.213
O1 -0.396 0.646 -2.546
C13 -1.411 0.299 -3.470
C14 -2.640 1.197 -3.360
C15 -3.155 1.256 -1.916
C16 -3.494 -0.105 -1.391
C17 -4.782 -0.608 -1.512
C18 -5.080 -1.852 -0.987
C19 -4.063 -2.575 -0.384
C20 -2.797 -2.023 -0.355
N7 -2.514 -0.818 -0.836
H25 -0.060 1.527 -2.757
H26 -1.680 -0.730 -3.227
H27 -1.009 0.331 -4.490
H28 -3.418 0.812 -4.020
H29 -2.389 2.207 -3.692
H30 -4.036 1.895 -1.863
H31 -2.375 1.686 -1.276
H32 -5.541 -0.014 -1.998
H33 -6.084 -2.248 -1.038
H34 -4.250 -3.533 0.069
H35 -1.961 -2.552 0.092
F1 -3.314 -1.517 2.432
B1 -2.875 -0.232 2.497
F2 -1.440 -0.274 2.244
F3 -3.061 0.350 3.705
F4 -3.380 0.559 1.473
C21 -5.540 4.881 1.390
C22 -4.829 4.944 0.204
C23 -3.624 4.274 0.081
C24 -3.117 3.546 1.148
C25 -3.839 3.470 2.330
C26 -5.047 4.136 2.449
As1 -1.365 2.647 1.024
C27 -0.593 3.333 2.671
C28 -0.744 2.795 3.937
C29 -0.139 3.410 5.025
C30 0.629 4.548 4.838
C31 0.802 5.081 3.572
C32 0.192 4.484 2.475
C33 0.289 4.927 1.084
C34 0.985 6.037 0.615
C35 0.976 6.340 -0.735
C36 0.291 5.538 -1.635
C37 -0.393 4.423 -1.176
C38 -0.413 4.123 0.173
H36 -6.476 5.408 1.486
H37 -5.211 5.523 -0.624
H38 -3.074 4.334 -0.852
H39 -3.466 2.876 3.154
H40 -5.606 4.078 3.370
H41 -1.322 1.891 4.073
H42 -0.271 3.002 6.017
H43 1.102 5.020 5.686
H44 1.412 5.962 3.447
H45 1.526 6.675 1.298
H46 1.508 7.210 -1.092
H47 0.279 5.790 -2.686
H48 -0.926 3.786 -1.877
F5 -0.552 -9.318 -2.713
C39 0.707 -8.876 -2.735
F6 1.422 -9.694 -1.944
F7 1.167 -9.060 -3.983
C40 0.844 -7.441 -2.303
C41 -0.244 -6.712 -1.850
C42 -0.064 -5.396 -1.456
C43 1.195 -4.816 -1.518
C44 2.282 -5.557 -1.979
C45 2.111 -6.869 -2.366
P1 1.431 -3.047 -1.062
C46 2.847 -3.219 0.082
C47 3.676 -2.125 0.309
C48 4.570 -2.120 1.364
C49 4.617 -3.211 2.217
C50 3.814 -4.322 1.991
C51 2.934 -4.323 0.928
C52 5.460 -3.192 3.461
F8 6.314 -2.163 3.509
F9 6.175 -4.310 3.621
F10 4.678 -3.080 4.558
C53 2.133 -2.600 -2.698
C54 3.458 -2.332 -3.012
C55 3.809 -2.028 -4.315
C56 2.838 -2.013 -5.308
C57 1.510 -2.288 -5.008
C58 1.166 -2.564 -3.702
C59 3.236 -1.653 -6.713
F11 3.607 -0.355 -6.786
F12 2.246 -1.810 -7.597
F13 4.278 -2.367 -7.154
H49 -1.221 -7.166 -1.812
H50 -0.907 -4.820 -1.102
H51 3.263 -5.106 -2.034
H52 2.941 -7.457 -2.725
H53 3.578 -1.264 -0.333
H54 5.210 -1.269 1.548
H55 3.870 -5.162 2.666
H56 2.292 -5.177 0.769
H57 4.225 -2.365 -2.253
H58 4.837 -1.809 -4.568
H59 0.767 -2.286 -5.790
H60 0.137 -2.769 -3.443


Entry 3:
# C59H60Br2N9O3

9 unconnected molecules or ions with the total composition C59H60Br2N9O3 in a non-equilibrium geometry (ωB97M-V/def2-TZVPD, OMol25).

Summary:
LUMO = -0.1598 hartree
Charge = +1
Gap between HOMO and LUMO = 6.46 eV

Cartesian coordinates (Å):
C1 1.196 -1.275 -2.526
C2 -0.120 -1.556 -1.656
O1 -1.369 -1.448 -2.385
C3 -1.601 -0.118 -2.876
N1 -1.393 0.964 -1.856
C4 -0.434 2.003 -2.232
C5 -0.096 3.227 -1.359
C6 -0.792 3.340 0.022
C7 -0.442 4.581 0.952
O2 0.743 4.675 1.382
O3 -1.353 5.601 1.328
C8 -1.827 2.216 0.403
C9 -2.549 2.391 1.810
Br1 -4.469 2.881 1.984
C10 -1.740 2.139 2.969
C11 -2.282 2.225 4.473
Br2 0.181 1.596 2.786
C12 -2.105 1.019 -0.578
C13 -3.184 -0.080 -0.177
C14 -2.936 -0.774 1.240
C15 -4.210 -1.038 2.120
C16 -4.141 -1.676 3.546
C17 -2.720 -2.072 4.103
C18 -1.434 -1.835 3.265
C19 -1.570 -1.173 1.841
H1 1.248 -0.205 -2.930
H2 2.092 -1.375 -1.797
H3 1.388 -2.075 -3.336
H4 -0.050 -2.657 -1.306
H5 -0.055 -0.923 -0.708
H6 -0.943 0.064 -3.812
H7 -2.685 -0.053 -3.249
H8 0.077 1.930 -3.263
H9 0.636 4.041 -1.666
H10 -2.241 5.171 1.298
H11 -1.987 1.258 5.038
H12 -3.415 2.331 4.556
H13 -1.745 3.075 5.032
H14 -4.197 0.475 -0.097
H15 -3.341 -0.908 -0.946
H16 -5.233 -0.717 1.706
H17 -5.104 -1.845 4.140
H18 -2.616 -2.527 5.157
H19 -0.385 -2.119 3.641
H20 -0.605 -0.982 1.270
N2 -0.525 -1.904 -5.709
C20 -1.045 -2.933 -5.017
C21 -1.065 -4.239 -5.477
C22 -0.521 -4.503 -6.726
C23 0.021 -3.460 -7.463
C24 -0.003 -2.188 -6.914
H21 -1.459 -2.672 -4.049
H22 -1.495 -5.030 -4.875
H23 -0.519 -5.513 -7.122
H24 0.453 -3.631 -8.441
H25 0.411 -1.340 -7.450
N3 3.611 8.346 3.130
C25 4.717 7.872 3.726
C26 4.974 6.523 3.914
C27 4.033 5.607 3.464
C28 2.879 6.070 2.845
C29 2.718 7.438 2.703
H26 5.420 8.626 4.063
H27 5.885 6.197 4.399
H28 4.197 4.542 3.593
H29 2.123 5.383 2.482
H30 1.835 7.849 2.223
N4 -5.861 2.231 5.852
C30 -7.057 1.749 6.225
C31 -7.873 2.355 7.166
C32 -7.430 3.527 7.763
C33 -6.196 4.046 7.397
C34 -5.456 3.367 6.443
H31 -7.359 0.830 5.734
H32 -8.831 1.922 7.427
H33 -8.039 4.030 8.505
H34 -5.819 4.958 7.843
H35 -4.487 3.736 6.122
N5 -2.170 -5.491 -9.966
C35 -2.690 -6.521 -9.275
C36 -2.708 -7.828 -9.736
C37 -2.163 -8.091 -10.984
C38 -1.622 -7.048 -11.720
C39 -1.648 -5.776 -11.170
H36 -3.107 -6.265 -8.306
H37 -3.138 -8.619 -9.135
H38 -2.160 -9.101 -11.380
H39 -1.189 -7.217 -12.698
H40 -1.234 -4.928 -11.706
N6 2.965 1.550 -3.719
C40 4.082 0.859 -3.996
C41 5.283 1.448 -4.357
C42 5.336 2.832 -4.442
C43 4.196 3.571 -4.162
C44 3.045 2.888 -3.807
H41 3.990 -0.219 -3.920
H42 6.154 0.841 -4.568
H43 6.258 3.330 -4.723
H44 4.202 4.652 -4.219
H45 2.128 3.423 -3.575
N7 3.293 -1.374 3.119
C45 4.411 -2.067 2.847
C46 5.619 -1.481 2.505
C47 5.679 -0.096 2.435
C48 4.539 0.645 2.710
C49 3.381 -0.036 3.046
H46 4.312 -3.146 2.911
H47 6.489 -2.090 2.298
H48 6.607 0.401 2.169
H49 4.550 1.727 2.665
H50 2.464 0.499 3.273
N8 -7.084 -4.014 3.439
C50 -7.940 -4.829 4.077
C51 -8.003 -6.197 3.869
C52 -7.136 -6.761 2.944
C53 -6.242 -5.942 2.268
C54 -6.255 -4.586 2.551
H51 -8.599 -4.341 4.788
H52 -8.712 -6.806 4.415
H53 -7.156 -7.828 2.752
H54 -5.551 -6.348 1.540
H55 -5.573 -3.905 2.051
N9 8.686 1.329 2.741
C55 9.804 0.636 2.468
C56 11.011 1.223 2.125
C57 11.071 2.607 2.055
C58 9.931 3.348 2.330
C59 8.773 2.667 2.667
H56 9.706 -0.443 2.533
H57 11.882 0.613 1.918
H58 11.998 3.104 1.789
H59 9.942 4.430 2.285
H60 7.857 3.203 2.895